This record from the Open Molecules 2025 dataset describes C26H53Cl2IN2O12P3 as an isolated structure. The level of theory is ωB97M-V/def2-TZVPD.

```
99
Properties=species:S:1:pos:R:3:mulliken_charge:R:1
C -4.406 -2.611 -1.762 -0.966
C -3.209 -1.554 -2.060 0.385
O -3.167 -0.265 -1.572 -0.453
C -3.364 0.182 -0.224 0.281
C -4.965 0.102 0.032 -0.546
C -5.474 1.147 1.375 0.471
C -6.382 2.545 0.888 -0.947
O -7.023 1.213 1.614 -0.489
C -2.570 -0.545 0.995 -0.530
C -2.686 -2.157 1.176 -0.078
Cl -1.477 -3.455 0.517 -0.204
C -3.786 -2.812 1.998 -0.029
C -3.868 -4.475 2.189 -0.992
Cl -5.112 -1.889 2.910 -0.114
N -1.137 -0.019 1.230 1.351
C -0.201 -0.299 0.109 0.046
C 1.154 -1.177 0.545 -0.545
C 1.648 -2.189 -0.691 -0.435
P 2.333 -1.216 -2.201 0.579
O 2.864 0.177 -1.678 -0.674
O 0.942 -0.920 -3.259 -0.322
C 0.861 -1.995 -4.294 -0.033
C -0.540 -1.867 -5.196 -0.889
O 3.493 -2.092 -3.161 -0.342
C 4.130 -3.187 -2.413 -0.257
C 3.276 -4.616 -2.551 -0.730
C -1.142 1.398 1.738 0.641
O -1.519 1.482 3.192 -0.456
C -1.052 0.292 3.918 0.268
C -1.199 0.591 5.557 0.114
C -0.489 -0.643 6.380 -1.009
O -2.672 0.683 5.825 -0.525
P 0.631 2.201 1.755 0.468
O 0.814 3.296 2.882 -0.742
C -2.270 2.241 0.914 -1.477
I -1.423 4.255 0.405 0.217
N -2.801 1.622 -0.344 0.851
C -3.683 2.536 -1.197 -0.815
H -5.343 -2.304 -2.435 0.291
H -4.674 -2.809 -0.646 0.125
H -4.057 -3.663 -2.206 0.367
H -3.198 -1.485 -3.260 0.373
H -2.188 -2.139 -1.849 -0.326
H -5.380 -0.964 0.263 0.200
H -5.646 0.529 -0.841 0.516
H -4.703 1.267 2.359 0.289
H -7.082 2.404 -0.049 0.300
H -6.875 3.214 1.740 0.364
H -3.114 -0.154 1.989 -0.027
H -4.631 -4.743 3.064 0.355
H -4.313 -5.007 1.223 0.246
H -2.836 -4.937 2.523 0.308
H 0.093 0.640 -0.569 0.134
H -0.769 -1.009 -0.667 -1.079
H 2.079 -0.501 0.786 0.295
H 0.848 -1.898 1.425 0.225
H 0.783 -2.865 -1.098 0.102
H 2.441 -2.931 -0.205 0.469
H 1.734 -1.758 -5.067 0.296
H 0.978 -3.071 -3.839 0.127
H -1.419 -2.500 -4.730 0.121
H -0.807 -0.733 -5.332 0.265
H -0.306 -2.294 -6.265 0.372
H 4.358 -2.925 -1.279 0.274
H 5.178 -3.410 -2.907 0.338
H 3.788 -5.502 -1.972 0.330
H 3.276 -4.917 -3.698 0.284
H 2.153 -4.510 -2.234 0.104
H -1.810 -0.608 3.715 -0.108
H 0.012 -0.091 3.617 0.148
H -0.668 1.621 5.749 0.303
H 0.596 -0.778 5.913 0.302
H -1.124 -1.629 6.327 0.272
H -0.400 -0.272 7.510 0.352
H -2.811 0.602 6.819 0.312
H 1.500 1.087 2.170 0.035
H 1.109 2.571 0.450 0.264
H -3.107 2.561 1.704 0.432
H -1.933 1.530 -0.960 0.514
H -4.429 1.979 -1.902 0.275
H -4.194 3.407 -0.559 0.353
H -2.980 3.137 -1.958 0.383
C 4.776 2.340 -0.907 -0.571
O 6.139 2.609 -1.167 -0.257
P 6.791 3.867 -0.396 0.984
O 5.837 4.666 0.436 -0.702
O 7.504 4.693 -1.582 -0.307
C 6.652 5.332 -2.509 -0.647
O 8.023 3.218 0.412 -0.355
C 9.052 2.590 -0.323 -0.592
H 4.155 3.126 -1.346 0.292
H 4.512 1.384 -1.366 0.258
H 4.593 2.276 0.169 0.339
H 5.855 5.877 -1.995 0.318
H 6.218 4.590 -3.183 0.261
H 7.242 6.042 -3.095 0.252
H 9.648 3.340 -0.848 0.261
H 8.640 1.874 -1.040 0.268
H 9.702 2.053 0.373 0.249
```

## Properties
Charge: +1
Kohn-Sham gap in Eh: 0.312
Energy in eV: -116363.532